# 1
{"formula": "C2H5ClN2O", "method": "ωB97M-V/def2-TZVPD", "lumo_energy_ev": 0.608, "gap_ev": 10.53, "smiles": "[H]/N=C(/CCl)NO", "species": ["H", "N", "C", "C", "Cl", "N", "O", "H", "H", "H", "H"], "coordinates": [[1.0755, -0.6566, 1.7005], [0.0657, -0.8057, 1.3736], [-0.1403, -0.0430, 0.3644], [-1.4913, -0.1259, -0.2526], [-1.2965, -0.0696, -2.0627], [0.7617, 0.8427, -0.1979], [2.1163, 0.7018, 0.1357], [-2.0787, 0.8134, 0.0854], [-2.0317, -1.0888, -0.1098], [0.8050, 0.8661, -1.2226], [2.2142, -0.4345, 0.1860]], "forces_ev_per_angstrom": [[-1.8, -0.2, -0.1], [2.1, 0.7, 0.0], [0.5, -1.3, 0.9], [-1.3, 1.4, -0.7], [-0.4, 0.2, 0.1], [0.5, 0.5, -1.3], [-0.1, -5.1, 1.0], [0.6, -1.7, -0.7], [0.7, 1.0, 0.6], [-1.0, 0.1, 0.6], [0.1, 4.5, -0.2]]}

# 2
{"formula": "C2H5ClN2O", "method": "ωB97M-V/def2-TZVPD", "lumo_energy_ev": 0.496, "gap_ev": 9.48, "species": ["C", "C", "N", "N", "O", "Cl", "H", "H", "H", "H", "H"], "coordinates": [[-2.3195, -0.1236, -0.3527], [1.1333, 0.1236, 0.1531], [-1.5539, -0.9409, 0.5145], [-1.2100, 0.4718, 0.4201], [-0.0908, 0.8213, -0.2048], [-3.9626, 0.3246, -0.0220], [-2.2105, -0.2043, -1.9890], [1.4706, -0.4010, -0.7447], [0.7446, -0.5517, 0.9214], [1.9708, 0.7630, 0.4146], [-2.0858, -1.3037, 1.3134]], "forces_ev_per_angstrom": [[2.0, -0.1, -3.9], [-1.6, -0.8, -0.4], [-0.4, -1.3, -2.3], [-3.9, 0.6, 2.8], [2.6, 0.6, -2.4], [0.2, 0.1, 0.2], [0.1, 0.0, 4.8], [-0.2, -0.4, 0.2], [1.2, -0.2, 0.1], [-0.5, 0.5, 0.6], [0.6, 1.0, 0.3]]}

# 3
{"formula": "C2H5ClN2OS", "method": "ωB97M-V/def2-TZVPD", "lumo_energy_ev": -0.798, "gap_ev": 7.92, "species": ["C", "C", "H", "H", "H", "H", "H", "N", "N", "O", "S", "Cl"], "coordinates": [[0.7425, -0.1281, 0.0842], [0.4012, 0.0528, 1.6396], [-1.4268, -1.1153, -2.7691], [-1.1002, 0.9058, 0.3409], [-0.3927, -0.5588, 1.9960], [1.4251, 0.0868, 2.0619], [0.8993, 0.3946, -2.1217], [-0.4978, 0.2134, -0.7621], [1.8515, -0.2135, -0.5982], [1.8709, -0.1877, -1.9113], [-1.1993, -1.4809, -0.8688], [-0.6777, 1.5256, 1.6978]], "forces_ev_per_angstrom": [[-2.3, 1.8, -3.0], [2.3, 0.1, -3.2], [0.2, -1.2, 3.8], [0.9, -1.9, -4.2], [0.6, -1.6, 0.3], [-1.2, 0.4, 0.9], [2.8, -2.4, 0.4], [0.0, -1.1, 4.3], [0.3, -0.8, 4.7], [-4.4, 2.7, -1.1], [-0.3, 2.8, -4.6], [1.0, 1.3, 1.6]]}

# 4
{"formula": "C2H5ClN2S", "method": "ωB97M-V/def2-TZVPD", "lumo_energy_ev": 0.656, "gap_ev": 10.70, "smiles": "[H]/N=C(/CCl)NS", "species": ["H", "N", "C", "C", "Cl", "N", "S", "H", "H", "H", "H"], "coordinates": [[-0.2543, -1.7877, 0.8329], [-0.1434, -0.9305, 1.3689], [-0.1631, -0.0857, 0.4488], [0.0769, 1.3115, 0.7724], [1.2661, 1.9952, -0.3595], [-0.5607, -0.3299, -0.8788], [-0.5680, -1.8701, -1.4812], [-0.7642, 2.0263, 0.6439], [0.4961, 1.4396, 1.7848], [-0.1519, 0.3419, -1.4680], [0.7666, -2.1107, -1.6641]], "forces_ev_per_angstrom": [[-0.4, -1.0, 0.7], [0.6, -0.8, 0.1], [-1.1, 0.0, -0.1], [0.0, 2.7, 0.7], [0.7, 0.3, -0.4], [0.4, 0.3, 1.0], [0.1, -1.1, -0.7], [0.1, -1.0, 0.2], [-0.3, -0.4, -0.5], [0.2, 0.9, -1.2], [-0.4, 0.1, 0.2]]}

# 5
{"formula": "C2H5ClN2S", "method": "ωB97M-V/def2-TZVPD", "lumo_energy_ev": [-0.630, -0.588], "gap_ev": [9.08, 7.67], "species": ["C", "C", "N", "N", "S", "Cl", "H", "H", "H", "H", "H"], "coordinates": [[-0.1527, 0.3427, 0.6045], [0.4861, -0.8156, -0.2501], [0.3199, 1.6117, 0.3475], [2.9058, -0.0371, -0.5204], [2.1389, -1.1320, 0.3568], [4.4190, 0.4924, -0.0055], [-1.2327, 0.2536, 0.3812], [-0.0168, 0.1139, 1.6701], [-0.0901, -1.7323, -0.1369], [0.5488, -0.5079, -1.2916], [0.3378, 1.8207, -0.6511]], "forces_ev_per_angstrom": [[-0.4, -1.8, 0.0], [0.0, 0.8, 0.6], [0.5, 1.5, -0.1], [-0.1, 1.2, -1.2], [0.1, -1.0, 0.8], [0.1, -0.3, 0.4], [0.0, 0.2, 0.1], [-0.1, -0.1, -0.2], [0.0, 0.0, 0.0], [0.0, -0.2, -0.1], [0.0, -0.2, -0.1]]}

# 6
{"formula": "C2H5ClNO2S", "method": "ωB97M-V/def2-TZVPD", "lumo_energy_ev": [3.653, 1.754], "total_charge": -1, "s2": 2.007, "multiplicity": 3, "gap_ev": [8.29, 6.70], "species": ["C", "C", "N", "O", "O", "S", "Cl", "H", "H", "H", "H", "H"], "coordinates": [[-0.9041, -0.0711, 0.2077], [-0.1493, 0.4740, 1.8422], [0.0104, -0.1025, -2.3038], [-2.2726, 0.8189, -1.7447], [-0.2717, 2.1170, -1.1633], [-0.9076, 0.8236, -1.2797], [0.1883, -2.8423, -1.0150], [-1.0751, -1.1277, 0.1700], [0.1081, 1.5056, 1.8768], [-0.1929, -0.2432, 2.6216], [-0.0681, -1.1047, -2.0587], [0.9753, 0.1722, -2.2189]], "forces_ev_per_angstrom": [[1.6, 1.7, 3.9], [-1.8, -0.9, -4.7], [-0.7, 0.9, 0.2], [0.2, -0.3, 0.1], [0.2, -0.4, 0.3], [0.1, 0.0, -0.3], [0.1, -0.4, 0.1], [-0.1, -0.4, -0.3], [0.2, 0.4, 0.2], [0.0, -0.4, 0.4], [0.0, -0.3, 0.0], [0.3, 0.1, 0.1]]}